This record from OMol25 describes a cluster of 4 separate species, C2H13N3O3 in total. The level of theory is ωB97M-V/def2-TZVPD.

Atoms and positions in Å:
C 1.2509 0.8190 -0.9790
N -0.1057 0.2786 -1.0418
C -0.1928 -0.9361 -1.7782
N -1.3230 -1.7694 -1.3136
N 0.7300 -1.4095 -2.4604
H 2.0798 0.2448 -0.5246
H 1.6261 1.0870 -1.9776
H 1.1717 1.7553 -0.4173
H -0.7917 0.9405 -1.3690
H -2.1853 -1.4465 -1.7384
H -1.4704 -1.7051 -0.3120
H 0.6445 -2.0993 -3.1856
H 0.3823 -2.0263 1.9109
H 0.2004 -0.7374 0.8727
O -0.0285 -1.1894 1.6879
H -1.3733 0.0929 2.2295
H -3.0085 0.3769 2.1418
O -2.1205 0.4775 1.7629
H 0.9685 2.9963 2.0118
H 1.8207 1.8299 2.6155
O 1.7248 2.4202 1.8644

Output
HOMO-LUMO gap, hartree: 0.3469
SMILES string: [H]/N=C(\N)NC.O.O.O
Energy, hartree: -473.9401

This record from OMol25 describes a cluster of 12 separate species, C26H76N2O12 in total. The level of theory is ωB97M-V/def2-TZVPD.

Atoms and positions in Å:
C -3.0738 -0.9016 1.3521
O -2.4498 0.3464 1.6801
H -3.9908 -0.9176 1.9171
H -2.4518 -1.7236 1.6341
H -3.2298 -0.9996 0.2431
H -2.0478 0.1814 2.5651
C -1.4908 -4.4846 0.3961
O -2.1158 -3.4946 -0.4409
H -1.9358 -4.3766 1.4021
H -0.4658 -4.2276 0.4801
H -1.7078 -5.4186 0.0051
H -1.5848 -3.2586 -1.2399
C -0.5758 -0.6706 -0.5649
O -0.4408 0.6164 0.0061
H 0.1492 -0.8576 -1.3529
H -1.5718 -0.8176 -0.9489
H -0.3968 -1.3466 0.2711
H -1.1438 0.6404 0.5951
C -1.0568 -4.0566 -3.1699
O -0.1498 -3.3636 -2.3459
H -2.0278 -3.6406 -3.2539
H -1.0038 -5.1146 -2.8709
H -0.6318 -4.0296 -4.1979
H 0.7382 -3.6156 -2.5859
C -4.1638 2.2774 -0.3609
O -3.0398 1.8274 -0.9879
N -4.9318 3.2154 -0.8439
N -4.5458 1.8404 0.7621
H -4.7078 3.6814 -1.7269
H -5.6338 3.6594 -0.1999
H -3.8288 1.1944 1.1091
H -5.4328 1.8624 1.2431
C 4.2192 2.2224 -0.5489
C 2.9312 2.5564 0.1861
C 3.1772 3.0164 1.6621
O 2.2662 3.4644 -0.3319
H 4.0452 1.9344 -1.6409
H 4.6102 1.3154 -0.1079
H 4.9522 2.9914 -0.4779
H 2.2712 1.7114 0.2051
H 3.5782 3.9754 1.8021
H 3.8182 2.2764 2.1091
H 2.2192 3.0234 2.1711
H 1.3822 3.5334 -0.0329
C 1.5502 -0.1376 -3.4669
C 1.0482 1.1484 -2.8189
C 1.7482 2.4254 -3.3359
O -0.1808 1.2664 -2.9519
H 1.8622 0.0874 -4.5029
H 0.8592 -0.9276 -3.3909
H 2.4222 -0.5656 -2.9869
H 1.2822 1.0264 -1.7529
H 2.8062 2.4934 -3.0969
H 1.3382 3.3424 -2.8479
H 1.5432 2.5984 -4.4029
H -0.5948 1.3144 -2.0819
C -0.8078 3.9214 -0.8999
C -1.2478 4.2284 0.5171
C -0.0588 4.0394 1.4661
O -1.7168 5.3454 0.7961
H -1.7158 3.7864 -1.5659
H -0.3438 2.9514 -0.9689
H -0.2248 4.7124 -1.2799
H -2.0118 3.4794 0.8301
H -0.2318 4.2354 2.5471
H 0.7892 4.6094 1.2521
H 0.2392 3.0374 1.3721
H -2.6798 5.4074 0.5461
C 4.2442 -0.5296 1.8551
C 4.0052 -1.4846 0.6531
C 2.8552 -1.0596 -0.2839
O 5.0222 -1.8776 0.0011
H 3.4642 0.2854 1.7561
H 5.1762 -0.0166 1.7051
H 4.2332 -1.0646 2.8411
H 3.6622 -2.3796 1.1031
H 2.8922 -0.2356 -0.9509
H 1.9762 -0.7946 0.2761
H 2.5072 -1.9086 -0.8179
H 4.9352 -2.8076 -0.2409
C -3.0608 -0.5376 -6.1149
C -2.9588 -1.5346 -4.9999
C -2.4208 -0.8786 -3.7319
O -4.0608 -2.0686 -4.7069
H -3.4528 -0.9976 -6.9989
H -2.1158 -0.1666 -6.3889
H -3.7328 0.1824 -5.7789
H -2.2068 -2.3166 -5.3309
H -2.9688 0.0074 -3.4129
H -1.3678 -0.5246 -4.0329
H -2.2968 -1.5876 -2.9929
H -4.6568 -1.4096 -4.3769
C 0.2932 1.1134 3.3181
C -0.2598 0.1264 4.3411
C -0.8348 0.7284 5.6001
O -1.2638 -0.4486 3.8291
H 0.9912 1.7484 3.8111
H -0.4658 1.7524 2.9921
H 0.8072 0.6654 2.5061
H 0.5702 -0.5166 4.5921
H -1.7188 1.3514 5.3671
H -0.0978 1.4604 6.0391
H -0.9908 0.0234 6.4111
H -1.6058 -1.0026 4.5181
C 2.8722 -4.0726 3.3491
C 1.4522 -3.4636 3.3401
C 1.1532 -2.4986 2.2471
O 0.5392 -4.3546 3.3451
H 2.8102 -4.9076 4.0361
H 3.5192 -3.3846 3.8271
H 3.3342 -4.3506 2.4331
H 1.2972 -2.9416 4.2871
H 1.2812 -2.9326 1.2951
H 1.7822 -1.6016 2.3121
H 0.1712 -2.0366 2.3651
H 0.4892 -4.6246 4.2711

Output
HOMO-LUMO gap, hartree: 0.3250
SMILES string: NC(N)=O.CC(C)O.CC(C)O.CC(C)O.CC(C)O.CC(C)O.CC(C)O.CC(C)O.CO.CO.CO.CO
Energy, hartree: -2048.2239

This record from OMol25 describes a cluster of 12 separate species, C36H103N7O12 in total. The level of theory is ωB97M-V/def2-TZVPD.

Atoms and positions in Å:
C 2.4370 0.0590 4.8232
C 1.6131 0.6395 3.6751
C 1.4520 2.1704 3.7539
O 0.5418 2.5962 4.7865
C -0.7969 2.4190 4.3145
N 2.3653 0.3532 2.4769
H 2.4349 -1.0040 4.5847
H 1.9956 0.2259 5.8156
H 3.4401 0.4747 4.9225
H 0.6158 0.1761 3.6956
H 1.1504 2.6849 2.8329
H 2.4683 2.4724 4.0468
H -1.0710 1.3689 4.4524
H -0.9619 2.8461 3.3052
H -1.4204 2.9705 5.0318
H 1.9213 0.6848 1.6034
H 2.4429 -0.6750 2.3338
C -1.1935 6.3515 -0.5338
C -0.5004 4.9889 -0.2082
C -0.0784 4.8504 1.2694
O 0.8055 5.8331 1.7018
C 0.8118 5.8089 3.1601
N -1.2137 3.8101 -0.6556
H -1.4357 6.3351 -1.6377
H -0.5725 7.2042 -0.3165
H -2.0627 6.5032 0.0592
H 0.4619 5.0458 -0.7320
H 0.3906 3.8878 1.4204
H -1.0439 4.8364 1.8315
H 1.4703 6.5911 3.4861
H 1.1586 4.8084 3.5212
H -0.1705 5.9669 3.5579
H -1.3143 3.8374 -1.6373
H -2.1297 3.7711 -0.1968
C 2.4411 -6.1109 -0.1167
C 2.9819 -4.7195 -0.0823
C 4.0330 -4.5728 -1.2345
O 4.5203 -3.1911 -1.2217
C 5.6091 -2.9112 -2.0351
N 1.8631 -3.7523 0.0327
H 3.2655 -6.8635 -0.0896
H 1.7984 -6.3081 -1.0149
H 1.7748 -6.2472 0.7349
H 3.6182 -4.5503 0.7998
H 3.5938 -4.7789 -2.1991
H 4.8698 -5.2611 -1.0049
H 5.4941 -3.3157 -3.0351
H 6.5300 -3.2942 -1.5998
H 5.6463 -1.8305 -2.1714
H 1.2966 -3.7651 -0.7598
H 2.2984 -2.8358 -0.1237
C -3.3390 2.2565 1.9254
C -4.8484 2.5501 1.7006
C -5.1173 2.8527 0.2697
O -4.4026 3.9094 -0.2520
C -4.9686 5.1497 0.1616
N -5.7701 1.5168 2.0988
H -3.2743 1.9328 2.9703
H -2.7754 3.1638 1.8556
H -2.8985 1.4244 1.3127
H -5.0243 3.4270 2.2857
H -6.2324 3.0269 0.2187
H -4.8578 1.9008 -0.3001
H -4.3246 5.9125 -0.3051
H -4.9454 5.2413 1.2158
H -5.9788 5.1508 -0.2169
H -5.8341 0.7490 1.4366
H -5.6442 1.1720 3.0429
C 3.8052 4.2331 0.7760
C 3.4485 2.9273 0.1077
C 3.5640 2.9133 -1.3794
O 2.5513 3.7608 -1.9323
C 1.6356 3.0668 -2.7858
N 4.3419 1.8135 0.5616
H 3.5854 4.3164 1.8632
H 3.2199 5.0499 0.3612
H 4.8797 4.4342 0.4697
H 2.4042 2.6445 0.3041
H 3.4692 1.8406 -1.6780
H 4.5817 3.2458 -1.6529
H 2.1227 2.2471 -3.3678
H 1.2260 3.7897 -3.4804
H 0.9812 2.5385 -2.1262
H 5.2909 2.0621 0.3356
H 4.2341 1.7622 1.5433
C -3.6065 -1.4127 -3.7490
C -2.5309 -1.0581 -4.7543
C -1.2279 -1.1246 -4.0231
O -0.2777 -0.4037 -4.7642
C 1.0659 -0.7086 -4.3860
N -2.5604 -2.0554 -5.8197
H -4.5964 -1.5071 -4.1827
H -3.6493 -0.6553 -2.9414
H -3.3545 -2.3727 -3.2313
H -2.7598 -0.0301 -5.1239
H -1.0346 -2.2255 -3.8514
H -1.3195 -0.6510 -3.0354
H 1.2046 -0.4222 -3.3180
H 1.6981 -0.1346 -5.0527
H 1.2879 -1.7735 -4.3739
H -3.5215 -2.2221 -6.1028
H -2.0507 -1.7409 -6.6574
C 0.5014 -5.4480 3.0249
C 1.2103 -4.3422 3.8107
C 2.6672 -4.6559 3.9306
O 2.8889 -5.8927 4.5884
C 4.1851 -6.3637 4.5619
N 1.0707 -3.0659 3.1680
H -0.5188 -5.5817 3.3005
H 1.0334 -6.4069 3.1266
H 0.4247 -5.2286 1.9557
H 0.8018 -4.3844 4.8070
H 3.2306 -3.7917 4.3350
H 3.1359 -4.8522 2.9008
H 4.2312 -7.2617 5.2488
H 4.9130 -5.6200 4.8191
H 4.4826 -6.6823 3.5363
H 0.1302 -2.7217 3.2199
H 1.2358 -3.2130 2.1830
O 3.4170 -0.9845 0.0985
H 4.0343 -1.4412 -0.5020
H 3.8168 -0.1155 0.1922
C -3.0677 4.5313 -4.9861
C -2.9607 3.1669 -4.3365
O -1.6724 3.0373 -3.7146
H -3.1920 5.3363 -4.2459
H -3.8437 4.5295 -5.7686
H -2.0901 4.6791 -5.4796
H -2.9704 2.3010 -5.0827
H -3.6547 3.0286 -3.5145
H -1.4934 2.1120 -3.7055
C -1.1274 -5.3448 -1.7573
C -0.4988 -4.7905 -3.0220
O -1.2945 -5.0727 -4.1936
H -0.5519 -5.1384 -0.8534
H -1.2281 -6.3577 -1.9507
H -2.1579 -4.9593 -1.6368
H 0.3730 -5.3317 -3.2035
H -0.2482 -3.7336 -2.8298
H -1.6264 -4.2758 -4.6077
C -0.1048 -0.8525 -0.0686
C -0.6455 0.4996 -0.4629
O -0.0316 1.5407 0.2177
H -0.5253 -1.7032 -0.6742
H -0.3086 -1.0201 0.9998
H 0.9489 -0.8416 -0.2375
H -1.7623 0.4747 -0.4065
H -0.4335 0.7178 -1.5622
H -0.4675 2.4188 -0.0699
C -3.8028 -2.2588 -0.0451
C -3.3182 -2.3657 1.3618
O -4.3516 -2.1707 2.2734
H -2.9621 -2.5673 -0.7091
H -4.0926 -1.2290 -0.3431
H -4.6311 -2.8490 -0.2460
H -2.5050 -1.6497 1.5193
H -2.9136 -3.3517 1.6164
H -5.1980 -2.5249 2.0233

Output
HOMO-LUMO gap, hartree: 0.3330
SMILES string: COC[C@H](C)N.COC[C@H](C)N.COC[C@H](C)N.COC[C@H](C)N.COC[C@H](C)N.COC[C@H](C)N.COC[C@H](C)N.CCO.CCO.CCO.CCO.O
Energy, hartree: -2719.3718

Computed values of LUMO (unit: eV) for the preceding records, in sequence: 0.6, 0.1, 0.5.